Record 1
This record from OMol25 describes a molecular structure, C24H42AsCrN9O3 at a distorted geometry. The level of theory is ωB97M-V/def2-TZVPD.

XYZ file:
```
80
Properties=species:S:1:pos:R:3:forces:R:3:lowdin_spin:R:1
Cr 0.058 -0.888 0.034 0.11 0.07 -0.79 3.112
N -0.964 0.937 -0.180 -0.33 -0.13 0.25 -0.012
C -2.412 0.611 -0.108 0.09 0.18 -0.34 0.005
C -3.295 1.744 -0.636 0.08 -0.09 0.12 0.000
C -3.401 2.965 0.279 -0.08 -0.31 0.19 0.000
C -4.344 2.768 1.483 0.13 0.24 -0.25 0.000
N -3.857 1.957 2.606 -0.09 -0.03 -0.02 0.000
C -3.049 2.368 3.582 0.13 0.41 -0.48 0.000
N -2.342 3.491 3.470 -0.25 -0.27 0.02 0.000
N -2.955 1.650 4.693 1.10 -0.12 0.93 0.000
C -2.604 -0.698 -0.914 0.00 0.20 0.08 0.006
O -3.711 -1.015 -1.281 -0.12 -0.05 -0.03 0.005
O -1.502 -1.355 -1.089 0.16 -0.24 0.11 0.023
H -0.709 1.702 0.438 0.08 -0.07 -0.01 0.002
H -0.759 1.269 -1.123 0.11 0.02 0.08 0.003
H -2.661 0.371 0.930 0.09 0.04 0.02 0.001
H -4.289 1.346 -0.842 0.03 -0.07 -0.04 0.000
H -2.871 2.052 -1.597 -0.09 0.03 -0.03 0.000
H -3.823 3.801 -0.284 0.07 -0.02 -0.01 0.000
H -2.396 3.272 0.587 0.00 0.14 0.10 0.000
H -5.237 2.255 1.131 -0.05 0.10 0.01 0.000
H -4.664 3.739 1.869 0.01 -0.02 0.04 0.000
H -4.366 1.108 2.789 -0.02 -0.01 -0.01 0.000
H -2.412 4.068 2.653 0.04 0.01 -0.10 0.000
H -1.634 3.707 4.154 0.23 0.07 0.10 0.000
H -3.437 0.770 4.767 0.07 0.00 0.08 0.000
H -2.149 1.808 5.322 -0.77 -0.18 -0.54 0.000
N 0.704 2.802 4.883 -0.31 0.04 -0.02 0.006
C 1.174 1.914 4.302 -0.73 0.40 -0.02 0.004
N 1.692 0.905 3.677 0.71 -0.71 -0.33 0.022
C 1.260 0.328 2.631 -0.14 0.14 0.23 0.031
N 0.928 -0.292 1.695 0.10 0.28 0.70 -0.006
C 1.701 -0.096 -0.974 -0.14 -0.23 -0.14 -0.171
C 1.554 -0.457 -2.401 0.13 0.07 -0.05 -0.005
C 1.788 -1.762 -2.843 -0.02 0.03 0.02 -0.023
C 1.655 -2.096 -4.179 0.00 0.00 -0.02 0.004
C 1.296 -1.131 -5.111 -0.01 0.00 0.00 -0.028
C 1.070 0.171 -4.691 -0.03 0.01 0.00 0.003
C 1.195 0.503 -3.351 -0.11 0.00 0.04 -0.025
H 1.734 0.983 -0.819 -0.04 -0.04 0.07 -0.004
H 2.568 -0.563 -0.506 -0.08 -0.06 0.07 -0.002
H 2.087 -2.515 -2.122 0.01 -0.02 0.01 -0.001
H 1.839 -3.113 -4.502 0.03 -0.01 -0.01 0.001
H 1.204 -1.389 -6.157 -0.01 -0.01 -0.01 -0.002
H 0.807 0.934 -5.412 -0.01 0.01 -0.01 0.001
H 1.033 1.528 -3.031 0.02 0.00 0.00 -0.001
C 1.556 3.843 1.262 -0.03 0.00 0.04 0.000
As 0.875 3.922 -0.578 0.01 0.13 0.04 0.001
C 0.063 5.705 -0.481 0.01 0.00 -0.03 0.000
C 2.554 4.454 -1.420 0.04 -0.01 -0.04 0.000
H 1.907 4.824 1.583 0.01 0.00 -0.01 0.000
H 2.390 3.143 1.311 -0.02 -0.05 0.00 0.000
H 0.788 3.506 1.961 0.00 0.01 0.00 0.000
H 0.772 6.427 -0.076 0.00 0.00 0.02 0.000
H -0.829 5.691 0.147 0.01 -0.02 0.00 0.000
H -0.233 6.022 -1.480 -0.01 0.00 0.00 0.000
H 3.028 5.246 -0.841 0.00 0.00 0.00 0.000
H 2.372 4.811 -2.432 -0.04 -0.01 -0.01 0.000
H 3.227 3.598 -1.473 -0.01 -0.01 0.01 0.000
C 2.396 -3.667 2.072 -0.02 0.05 0.01 0.000
N 1.916 -4.474 0.964 0.03 0.05 -0.07 0.004
C 2.434 -5.833 0.876 -0.02 -0.04 -0.04 0.000
C 2.457 -6.270 -0.573 -0.04 0.05 0.03 0.000
C 1.056 -6.123 -1.125 0.05 -0.03 0.02 0.001
N 0.578 -4.760 -0.922 0.06 0.07 -0.02 0.004
C -0.463 -4.317 -1.839 -0.05 0.05 0.03 0.000
C 1.033 -3.973 0.070 0.07 -0.04 0.04 0.006
O 0.653 -2.779 0.191 -0.19 0.15 0.00 0.034
H 3.479 -3.539 2.002 0.00 -0.01 0.01 0.000
H 2.163 -4.160 3.017 0.01 0.00 0.01 0.000
H 1.922 -2.692 2.051 0.01 -0.02 0.02 0.000
H 1.814 -6.511 1.473 0.04 -0.01 0.02 0.000
H 3.437 -5.838 1.304 -0.01 0.03 0.00 0.000
H 2.805 -7.297 -0.666 -0.03 -0.02 0.02 0.000
H 3.136 -5.624 -1.134 0.04 -0.05 -0.01 0.000
H 0.373 -6.832 -0.642 0.00 -0.01 -0.03 0.000
H 1.034 -6.324 -2.196 -0.01 0.02 0.01 0.000
H -0.068 -4.254 -2.854 0.00 -0.01 -0.01 0.000
H -0.848 -3.345 -1.552 0.00 -0.02 -0.01 0.000
H -1.283 -5.038 -1.823 0.01 -0.01 -0.01 0.000
```
Forces are in eV/Å.

Summary:
ΔE to the lowest compared entry with this formula, charge and spin = 0.750 eV
spin multiplicity = 4
highest occupied orbital energy (alpha / beta) = -10.4686 / -10.1355 eV
net charge = +1

=====

Record 2
This record from OMol25 describes a molecular structure, C25H43BrN2P2Pb at a distorted geometry. The level of theory is ωB97M-V/def2-TZVPD.

XYZ file:
```
74
Properties=species:S:1:pos:R:3:forces:R:3:mulliken_charge:R:1
N 3.875 3.357 -2.457 0.08 -0.12 -0.05 -0.373
C 4.246 2.601 -1.418 -0.30 -0.15 0.11 -0.609
C 3.588 1.418 -1.075 0.19 -0.35 -0.48 -0.479
C 2.552 0.951 -1.929 -0.26 0.59 0.23 0.637
C 2.105 1.818 -2.956 0.78 0.24 -0.09 -0.330
C 2.836 2.990 -3.206 -0.52 -0.71 0.35 -0.736
C 1.952 -0.352 -1.770 0.27 1.49 1.02 0.020
Pb -0.260 0.067 0.074 1.36 0.06 -0.60 0.850
P -1.649 -1.947 0.867 -0.79 -0.83 0.43 0.486
C 0.797 -0.737 -2.433 -1.55 -1.56 0.07 -0.696
C 0.313 -2.101 -2.504 0.03 1.06 0.54 0.645
C -0.757 -2.405 -3.380 -0.29 -0.69 -0.59 -0.722
C -1.146 -3.728 -3.577 0.08 1.15 0.06 -0.683
C -0.553 -4.737 -2.798 -0.49 -1.25 -0.90 -0.274
C 0.450 -4.445 -1.877 1.13 1.38 1.01 -0.628
C 0.860 -3.117 -1.687 -0.16 -1.63 -0.48 -0.237
Br -1.098 -6.528 -3.042 0.34 1.08 0.16 0.123
H 2.418 -1.011 -1.040 0.26 -0.21 -0.51 0.614
H 0.160 0.002 -2.924 0.59 -0.13 -0.42 0.600
H 3.930 0.836 -0.212 0.00 0.09 -0.44 0.511
H 1.263 1.569 -3.593 0.30 -0.03 -0.13 0.694
H 5.115 2.938 -0.851 -0.25 0.01 -0.08 0.423
H 2.555 3.615 -4.048 0.16 0.13 0.12 0.448
H -1.239 -1.591 -3.940 0.31 -0.49 0.05 0.511
H 1.621 -2.882 -0.940 -0.09 -0.28 -0.38 0.516
H -1.885 -3.979 -4.326 -0.08 -0.01 0.08 0.551
H 0.939 -5.243 -1.327 -0.17 0.04 0.02 0.595
P -1.554 2.314 -0.446 -0.94 1.17 0.19 0.547
C -0.536 -3.168 1.618 0.78 0.29 0.23 -0.369
C -1.102 -4.576 1.645 -0.39 -0.61 -0.01 -1.372
H -0.268 -2.850 2.639 -0.19 0.09 -0.26 0.519
H 0.400 -3.157 1.037 -0.23 0.01 0.10 0.222
H -0.381 -5.253 2.112 -0.06 0.15 -0.02 0.468
H -2.027 -4.631 2.226 0.17 -0.05 -0.08 0.323
H -1.300 -4.965 0.640 0.01 0.10 0.13 0.277
C -2.582 -2.688 -0.499 0.25 0.33 -0.88 0.674
C -3.885 -3.341 -0.088 -0.51 -0.21 0.38 -1.449
H -1.936 -3.388 -1.047 -0.01 0.21 0.38 -0.495
H -2.789 -1.880 -1.219 -0.01 -0.13 0.20 0.135
H -4.387 -3.748 -0.968 0.09 0.05 0.02 0.451
H -3.733 -4.162 0.613 -0.04 0.04 -0.08 0.325
H -4.566 -2.617 0.366 -0.01 -0.12 -0.03 0.374
C -2.778 -1.225 2.093 -0.07 0.71 0.01 -0.088
C -3.254 -2.208 3.140 -0.16 -0.60 0.47 -1.548
H -3.639 -0.766 1.580 0.30 -0.16 -0.12 0.379
H -2.249 -0.388 2.576 -0.07 -0.22 -0.03 0.199
H -3.927 -1.708 3.840 0.08 0.00 -0.09 0.454
H -3.803 -3.041 2.698 0.00 0.09 0.07 0.330
H -2.423 -2.618 3.721 -0.10 0.05 -0.01 0.373
C -1.938 3.244 1.056 0.47 0.08 0.35 -0.612
C -2.583 2.462 2.187 -0.37 -0.13 0.14 -1.155
H -2.587 4.073 0.741 0.09 -0.07 -0.09 0.525
H -0.992 3.690 1.398 -0.24 0.01 -0.12 0.433
H -2.850 3.150 2.992 0.00 -0.08 -0.07 0.461
H -3.497 1.959 1.870 -0.07 0.09 0.04 0.327
H -1.931 1.706 2.631 0.22 0.10 -0.06 0.253
C -3.091 1.696 -1.169 -0.28 -0.59 0.14 -0.649
C -2.936 0.884 -2.459 -0.02 0.20 -0.34 -0.855
H -3.718 2.584 -1.341 0.09 -0.12 0.04 0.615
H -3.597 1.086 -0.401 0.05 0.30 -0.16 0.228
H -3.928 0.602 -2.833 0.25 0.10 0.04 0.443
H -2.434 1.465 -3.242 -0.19 -0.07 0.06 0.372
H -2.371 -0.050 -2.339 0.01 0.06 0.21 -0.108
C -0.766 3.455 -1.603 0.54 -0.41 -0.48 -0.291
C 0.449 4.165 -1.023 0.21 0.24 0.23 -1.391
H -1.536 4.176 -1.916 -0.06 -0.20 0.13 0.563
H -0.479 2.876 -2.495 -0.17 0.19 0.13 0.255
H 0.893 4.811 -1.782 -0.10 0.02 0.09 0.412
H 0.185 4.782 -0.164 0.02 0.11 -0.14 0.418
H 1.232 3.476 -0.699 0.00 -0.14 -0.04 0.295
N 1.468 -0.145 1.861 -0.65 0.03 0.20 -0.517
H 1.005 -0.048 2.769 0.27 0.05 0.03 0.311
H 2.201 0.556 1.824 0.10 0.19 0.02 0.249
H 1.926 -1.056 1.875 0.00 0.00 -0.03 0.239
```
Forces are in eV/Å.

Summary:
highest occupied orbital energy (alpha / beta) = -19.9622 / -19.5663 eV
net charge = +4